# 1
C23H24N2O7 in the gas phase. Source: OMol25; level of theory: ωB97M-V/def2-TZVPD.

HOMO: -8.5 eV
relative energy (zero: lowest compared OMol25 entry of this formula, charge and spin): 34.9 kcal/mol
structure (SMILES): COCCCN1C(=O)c2ccc(C(=O)OCC(=O)NCc3ccccc3OC)cc2C1=O
net charge: 0

Last column: Mulliken charge in e.
Element x y z (Å)
C (4.3985, -2.1337, 0.8421)  -0.835
O (3.9767, -1.3465, -0.2412)  -0.236
C (4.9786, -1.1857, -1.2279)  -0.604
C (4.3923, -0.4299, -2.4180)  -0.520
C (3.4357, -1.3028, -3.2356)  -1.010
N (2.3674, -1.8024, -2.4020)  0.264
C (2.4840, -2.9735, -1.6650)  -0.064
O (3.3533, -3.7963, -1.7988)  -0.613
C (1.2983, -2.9942, -0.7711)  0.221
C (0.8965, -3.9197, 0.1700)  -0.719
C (-0.2757, -3.6607, 0.8684)  -0.838
C (-1.0245, -2.5111, 0.6229)  0.734
C (-2.2726, -2.3187, 1.4133)  0.330
O (-2.5122, -2.8876, 2.4463)  -0.598
O (-3.1003, -1.4468, 0.8218)  -0.282
C (-4.3013, -1.0982, 1.5060)  -0.456
C (-4.5722, 0.4090, 1.3725)  0.540
O (-5.2071, 1.0157, 2.2034)  -0.654
N (-4.0810, 0.9272, 0.2352)  -0.066
C (-3.9784, 2.3513, -0.0219)  -1.092
C (-2.5305, 2.7731, 0.0379)  0.454
C (-1.6227, 2.2584, -0.8735)  -0.347
C (-0.2729, 2.5558, -0.7945)  -0.716
C (0.1722, 3.3898, 0.2134)  -0.854
C (-0.7178, 3.9293, 1.1271)  -0.489
C (-2.0736, 3.6258, 1.0535)  0.675
O (-3.0179, 4.1097, 1.9050)  -0.403
C (-2.6156, 4.9284, 2.9743)  -0.983
C (-0.6058, -1.5696, -0.3224)  -0.668
C (0.5587, -1.8322, -1.0090)  0.787
C (1.2684, -1.0427, -2.0483)  0.141
O (0.9782, 0.0238, -2.5295)  -0.671
H (5.2772, -1.6961, 1.3309)  0.326
H (3.5684, -2.1670, 1.5453)  0.229
H (4.6436, -3.1508, 0.5129)  0.332
H (5.8247, -0.6242, -0.8024)  0.480
H (5.3459, -2.1726, -1.5469)  0.306
H (3.8514, 0.4403, -2.0431)  0.273
H (5.2026, -0.0910, -3.0634)  0.422
H (3.9626, -2.1681, -3.6451)  0.407
H (2.9909, -0.7182, -4.0441)  0.381
H (1.4768, -4.8101, 0.3548)  0.539
H (-0.6334, -4.3483, 1.6203)  0.483
H (-4.2231, -1.3640, 2.5644)  0.406
H (-5.1372, -1.6540, 1.0665)  0.266
H (-3.5171, 0.3252, -0.3463)  0.221
H (-4.5587, 2.8635, 0.7455)  0.533
H (-4.4007, 2.5641, -1.0096)  0.301
H (-1.9772, 1.6166, -1.6685)  0.557
H (0.4134, 2.1286, -1.5079)  0.515
H (1.2217, 3.6313, 0.2946)  0.396
H (-0.3442, 4.5824, 1.9001)  0.425
H (-2.1652, 5.8619, 2.6203)  0.369
H (-1.9132, 4.4117, 3.6360)  0.386
H (-3.5268, 5.1545, 3.5258)  0.258
H (-1.1593, -0.6604, -0.4946)  0.762

Forces on the atoms, in the same order (eV/Å):
0.10 -0.09 0.10
-0.07 0.28 -0.12
0.23 0.16 -0.12
-0.09 -0.40 0.22
0.24 0.29 -0.06
0.07 -0.06 -0.38
-0.05 -0.14 -0.21
-0.01 -0.05 0.09
-0.55 0.34 0.25
0.11 0.10 -0.16
-0.09 0.09 0.03
0.22 0.02 -0.16
0.01 -0.23 0.28
0.01 0.05 -0.16
0.04 0.10 -0.29
-0.44 0.10 0.62
0.21 -0.69 -0.17
-0.18 0.09 0.31
0.15 0.06 -0.51
-0.06 0.16 0.06
-0.14 0.14 0.14
-0.01 0.18 0.15
0.17 -0.05 -0.08
-0.02 -0.04 -0.07
-0.14 0.15 0.27
0.06 -0.10 -0.24
-0.03 -0.22 -0.28
0.06 0.15 0.20
0.06 -0.10 -0.01
0.08 -0.53 0.38
-0.05 -0.05 -0.08
-0.03 0.11 0.01
-0.03 -0.01 0.02
0.05 -0.04 0.07
-0.01 0.02 0.03
-0.08 -0.08 -0.03
0.00 0.08 0.04
0.06 0.10 -0.04
0.02 0.06 -0.01
-0.09 0.09 -0.02
0.04 -0.14 0.04
0.05 -0.10 0.01
-0.02 -0.04 0.05
-0.05 0.15 -0.23
0.13 0.06 0.05
-0.05 0.02 0.18
-0.01 -0.06 -0.20
0.01 0.06 0.14
-0.05 -0.10 -0.13
0.06 -0.03 -0.06
0.08 0.03 0.00
0.00 0.06 0.08
0.00 -0.05 0.02
-0.01 0.02 -0.04
0.10 0.02 0.00
-0.06 0.09 -0.03



# 2
9 unconnected molecules or ions with the total composition C38H69NO26 in a non-equilibrium geometry. Source: OMol25; level of theory: ωB97M-V/def2-TZVPD.

HOMO: -10.1 eV
structure (SMILES): O=[N+]([O-])c1ccccc1.CCOC(=O)OC.CCOC(=O)OC.CCOC(=O)OC.CCOC(=O)OC.CCOC(=O)OC.CCOC(=O)OC.CCOC(=O)OC.CCOC(=O)OC
net charge: 0

Last column: Mulliken charge in e.
Element x y z (Å)
O (4.4795, 4.6269, 0.5742)  -0.576
N (5.5485, 4.0608, 0.8412)  0.913
O (5.8263, 2.9437, 0.3309)  -0.576
C (6.4576, 4.6640, 1.8042)  0.098
C (7.6430, 3.9852, 2.1561)  -0.243
C (8.5189, 4.5172, 3.0806)  -0.512
C (8.3084, 5.8300, 3.4866)  -0.353
C (7.1260, 6.5037, 3.1466)  -0.417
C (6.1799, 5.9167, 2.3741)  -0.295
H (7.6997, 2.9618, 1.8160)  0.424
H (9.3908, 3.9136, 3.2848)  0.372
H (9.1364, 6.3032, 3.9934)  0.364
H (6.9260, 7.5400, 3.3753)  0.345
H (5.2226, 6.3181, 2.0760)  0.454
C (-12.3284, 1.9743, 13.0193)  -1.151
C (-11.1866, 2.1082, 12.0289)  -0.248
O (-10.8636, 0.8597, 11.4262)  -0.262
C (-10.4274, 0.7574, 10.0895)  0.715
O (-10.5614, 1.6078, 9.1958)  -0.572
O (-9.9241, -0.4861, 9.8531)  -0.318
C (-9.3216, -0.8754, 8.5828)  -0.590
H (-12.5342, 1.0092, 13.4824)  0.356
H (-13.3114, 2.1990, 12.6055)  0.304
H (-12.1608, 2.5059, 13.9560)  0.317
H (-10.3033, 2.6190, 12.4124)  0.330
H (-11.4666, 2.8368, 11.2680)  0.314
H (-10.2262, -1.0379, 7.9968)  0.271
H (-8.5982, -1.6877, 8.6538)  0.244
H (-8.6456, -0.0850, 8.2565)  0.289
C (-5.9816, -0.4693, -5.5167)  -0.986
C (-5.1301, -1.7774, -5.5254)  -0.207
O (-3.8898, -1.4574, -6.1371)  -0.281
C (-3.7553, -1.3119, -7.4705)  0.636
O (-4.6895, -1.2161, -8.2740)  -0.557
O (-2.3834, -1.1745, -7.6842)  -0.269
C (-1.8912, -0.4224, -8.8300)  -0.659
H (-5.2496, 0.3333, -5.6062)  0.270
H (-6.5114, -0.4531, -4.5643)  0.348
H (-6.6352, -0.3596, -6.3821)  0.273
H (-5.6810, -2.5635, -6.0418)  0.255
H (-5.1407, -2.0423, -4.4681)  0.334
H (-2.2141, 0.6072, -8.9842)  0.291
H (-2.2114, -0.9351, -9.7371)  0.307
H (-0.8105, -0.5497, -8.7682)  0.244
C (13.2651, -4.8745, -0.8131)  -1.069
C (12.3620, -5.1914, 0.4265)  -0.253
O (10.9956, -5.0345, -0.0082)  -0.360
C (10.3801, -3.8529, 0.0389)  0.749
O (10.8642, -2.8886, 0.6244)  -0.567
O (9.0540, -3.9795, -0.3811)  -0.301
C (8.6251, -5.0354, -1.2493)  -0.581
H (13.5420, -3.8210, -0.8513)  0.294
H (12.7524, -5.2303, -1.7068)  0.299
H (14.2308, -5.2867, -0.5203)  0.371
H (12.7546, -4.4712, 1.1443)  0.288
H (12.4011, -6.2116, 0.8083)  0.335
H (7.5879, -4.8954, -1.5537)  0.262
H (8.5654, -6.0179, -0.7811)  0.251
H (9.3525, -5.1525, -2.0526)  0.282
C (-8.8689, 3.9997, 2.9621)  -1.179
C (-8.9931, 3.3839, 1.5967)  -0.124
O (-10.1819, 2.5091, 1.5146)  -0.280
C (-11.0525, 2.8208, 0.6041)  0.809
O (-10.8965, 3.4859, -0.4277)  -0.613
O (-12.1298, 2.2009, 1.0089)  -0.336
C (-13.4296, 2.3365, 0.3580)  -0.617
H (-7.8197, 4.2258, 3.1527)  0.344
H (-9.3049, 3.3975, 3.7592)  0.324
H (-9.4283, 4.9264, 3.0906)  0.322
H (-8.1650, 2.6835, 1.4893)  0.266
H (-8.8180, 4.1811, 0.8742)  0.287
H (-13.9056, 1.3605, 0.2637)  0.226
H (-13.2036, 2.6822, -0.6508)  0.330
H (-14.0694, 3.0438, 0.8858)  0.243
C (5.9656, 3.9277, -6.6286)  -1.269
C (7.1480, 4.5820, -7.1531)  -0.105
O (8.1030, 4.6494, -6.1790)  -0.241
C (9.2408, 5.3569, -6.4008)  0.686
O (9.5598, 5.8372, -7.4648)  -0.548
O (9.9272, 5.4188, -5.2227)  -0.297
C (11.1222, 6.2203, -5.1959)  -0.642
H (5.5796, 4.5190, -5.7983)  0.307
H (6.1946, 2.9467, -6.2122)  0.327
H (5.2738, 3.7685, -7.4557)  0.368
H (6.8365, 5.5826, -7.4528)  0.291
H (7.6076, 4.0231, -7.9683)  0.299
H (11.1214, 7.0489, -5.9041)  0.328
H (11.9803, 5.5820, -5.4065)  0.273
H (11.1886, 6.5606, -4.1625)  0.224
C (3.5522, -4.6724, -13.2586)  -1.114
C (2.3438, -5.6811, -12.9504)  -0.251
O (1.9043, -5.4410, -11.6286)  -0.307
C (2.4542, -6.2351, -10.6418)  0.753
O (3.5156, -6.8968, -10.7323)  -0.570
O (1.8288, -5.7978, -9.5278)  -0.286
C (2.2401, -6.2381, -8.2950)  -0.680
H (3.1775, -3.6724, -13.0403)  0.319
H (3.9642, -4.6382, -14.2672)  0.362
H (4.3460, -4.6375, -12.5124)  0.285
H (2.8248, -6.6511, -13.0767)  0.258
H (1.5451, -5.7001, -13.6918)  0.390
H (1.4948, -6.7016, -7.6487)  0.243
H (2.6765, -5.4691, -7.6576)  0.255
H (3.0928, -6.8832, -8.5067)  0.345
C (0.3055, -1.5882, -1.8625)  -1.073
C (0.1270, -1.1033, -0.4408)  -0.160
O (-0.7275, -1.8613, 0.2813)  -0.330
C (-2.0494, -1.4878, 0.6681)  0.739
O (-2.4800, -0.3890, 0.5450)  -0.535
O (-2.5676, -2.5070, 1.2720)  -0.312
C (-3.9683, -2.4220, 1.6502)  -0.650
H (1.0882, -1.0296, -2.3759)  0.361
H (-0.6932, -1.6053, -2.2989)  0.248
H (0.5885, -2.6395, -1.9154)  0.293
H (-0.1870, -0.0597, -0.4214)  0.341
H (1.0936, -1.1990, 0.0538)  0.239
H (-4.0637, -3.0724, 2.5196)  0.227
H (-4.6454, -2.7692, 0.8697)  0.278
H (-4.2753, -1.3986, 1.8662)  0.336
C (-0.9854, -1.4700, 13.0157)  -1.014
C (-2.0652, -1.5712, 11.9105)  -0.317
O (-1.4309, -1.2161, 10.6923)  -0.245
C (-2.1305, -0.6717, 9.6742)  0.709
O (-3.3539, -0.6928, 9.6429)  -0.568
O (-1.2381, -0.0902, 8.7711)  -0.298
C (-1.7173, 0.5184, 7.5836)  -0.653
H (-0.3239, -2.3136, 12.8188)  0.268
H (-1.4955, -1.6843, 13.9549)  0.355
H (-0.4588, -0.5157, 13.0294)  0.295
H (-3.0046, -1.0941, 12.1895)  0.357
H (-2.3696, -2.6138, 11.8189)  0.272
H (-2.0543, 1.5434, 7.7385)  0.273
H (-2.6071, -0.0157, 7.2503)  0.302
H (-1.0145, 0.4189, 6.7564)  0.262

Forces on the atoms, in the same order (eV/Å):
1.63 -0.15 0.66
-1.75 -2.11 -1.57
0.10 2.38 1.31
1.52 0.24 0.96
-2.08 -0.61 -0.14
-0.33 0.29 -1.05
0.23 -0.04 -0.10
0.88 0.65 0.49
-1.01 -2.01 -1.90
0.45 0.02 -0.26
0.17 0.35 0.44
-0.29 0.33 0.37
0.38 0.05 0.56
0.10 0.59 0.22
-0.54 -0.59 0.98
-0.33 1.14 -0.91
1.29 -1.36 -2.18
-0.64 1.15 -1.63
0.43 -1.75 2.74
0.25 0.41 2.09
-0.58 1.68 0.38
0.74 -0.71 -0.64
0.21 0.52 -0.14
0.04 0.83 -0.39
0.29 -0.72 0.60
-0.38 -0.27 -0.38
0.83 -0.24 -0.85
-0.90 -0.57 0.79
-0.69 0.48 -0.46
0.49 -0.66 -0.31
-2.52 1.57 -0.88
1.30 -1.10 0.03
-0.87 1.06 -0.76
2.68 -0.41 1.61
-1.89 0.68 0.06
-0.36 -1.56 -0.70
-0.20 0.25 0.48
-0.22 0.48 -0.25
-0.13 -0.22 0.20
0.37 -0.10 -0.29
1.63 -0.31 -0.20
-0.08 0.05 0.95
-0.03 -0.14 -0.06
-0.16 0.40 0.13
-0.11 -0.48 1.72
0.81 1.22 -1.65
-0.38 -0.29 -0.17
-0.35 0.27 2.21
-1.61 -1.34 -1.94
1.45 1.03 0.43
0.67 -0.91 0.19
-0.82 0.21 -0.21
0.74 -0.13 -0.13
0.12 -0.76 -0.85
-1.07 -0.09 0.62
0.19 0.14 -0.26
0.35 0.88 -0.25
0.45 0.06 0.64
-0.44 0.20 -0.35
-0.77 0.44 0.81
0.96 -1.09 0.62
2.69 1.84 0.62
-0.52 1.24 -2.92
-0.39 -1.07 2.13
-2.91 -0.86 0.36
1.37 0.22 -0.97
-0.04 -0.10 0.15
0.48 -0.52 -0.07
0.03 0.25 -0.46
-0.01 -0.03 -0.18
-1.03 -0.48 -0.60
0.25 0.01 0.42
-0.37 0.24 -0.03
0.26 -0.08 0.11
-1.03 -1.33 0.90
0.39 0.57 -2.30
2.67 0.86 2.67
-0.23 -0.11 0.02
-0.10 -0.26 1.02
-0.77 0.13 -1.26
0.08 -0.40 0.14
-0.50 0.00 -0.23
0.08 -0.11 -0.04
-0.36 0.24 0.30
0.42 0.16 -0.47
-0.37 0.22 -0.56
-0.31 -0.10 0.07
-0.01 0.00 -0.07
0.04 0.14 -0.19
-1.70 0.95 0.73
3.41 0.09 -1.11
-0.14 -1.80 0.63
3.18 1.42 -0.42
-4.06 1.46 0.33
-1.14 0.10 -1.66
2.25 -1.08 1.57
-0.49 0.31 -0.53
-0.19 -0.48 0.05
0.15 -1.22 -0.04
-0.30 -0.35 0.59
-0.24 0.77 0.44
-0.39 -0.25 -0.74
-0.20 0.71 -0.44
-0.15 -0.61 0.59
-0.67 -0.76 0.16
1.70 1.69 -0.86
-3.96 -2.32 2.13
3.77 0.61 -0.96
-0.66 0.73 -0.41
-1.24 -1.29 0.29
0.08 0.16 0.21
-0.48 0.25 -0.22
0.18 0.59 -0.72
0.29 -0.09 0.41
0.09 0.18 -0.08
0.10 0.31 0.22
0.00 0.20 -0.09
0.43 -0.22 -0.26
0.37 -0.03 0.20
-1.04 -0.82 -0.80
0.15 -0.87 1.02
0.41 1.30 -1.49
-1.00 0.36 0.12
2.06 0.42 -0.74
-0.53 -1.14 1.81
-1.68 -0.55 -0.41
0.46 0.34 0.20
0.19 0.24 0.18
-0.13 -0.13 0.01
0.25 0.89 -0.65
0.12 -0.21 0.00
0.45 0.09 0.16
-0.16 -0.08 0.01
0.43 0.15 0.57



# 3
A molecular structure, C13H22BNO4 in a non-equilibrium geometry. Source: OMol25; level of theory: ωB97M-V/def2-TZVPD.

HOMO: -6.1 eV
relative energy (zero: lowest compared OMol25 entry of this formula, charge and spin): 19.6 kcal/mol
net charge: 0

Last column: Mulliken charge in e.
Element x y z (Å)
C (-1.1209, -2.4170, -4.3741)  -0.945
N (0.0807, -1.7624, -3.9687)  0.199
C (1.3453, -2.3318, -4.3192)  -0.979
C (0.0540, -0.4020, -3.5140)  -1.164
H (-0.9245, -3.4893, -4.4657)  0.283
H (-1.9388, -2.2514, -3.6341)  0.357
H (-1.4314, -2.0066, -5.3539)  0.314
H (1.2385, -3.4179, -4.4082)  0.290
H (1.6600, -1.9055, -5.2905)  0.327
H (2.1202, -2.0940, -3.5545)  0.347
H (0.9034, 0.1589, -3.9285)  0.395
H (-0.8814, 0.0936, -3.7974)  0.399
C (1.0561, 2.3028, 5.9695)  -1.197
C (0.2171, 2.4574, 4.8150)  0.322
C (-0.9770, 3.1295, 4.5703)  -0.548
C (-1.3491, 2.8315, 3.2424)  -0.701
C (-0.3616, 2.0045, 2.7281)  0.478
B (-0.1781, 0.9339, 1.5287)  0.751
O (-0.2017, -0.3941, 2.1845)  -0.438
C (-0.1088, -1.3207, 1.1536)  -0.928
C (0.0114, -0.5376, -0.1998)  0.933
C (0.1125, -1.4536, -1.3245)  -1.133
C (1.2539, 0.4518, -0.1582)  -0.692
O (1.1218, 1.2905, 0.9431)  -0.470
C (-1.2711, 0.3695, -0.3811)  -0.665
O (-1.3641, 1.2268, 0.7202)  -0.406
O (0.5858, 1.7697, 3.6919)  -0.394
H (0.6594, 2.9198, 6.7754)  0.326
H (1.0827, 1.2601, 6.3125)  0.254
H (2.0854, 2.6171, 5.7580)  0.273
H (-1.5202, 3.7386, 5.2925)  0.390
H (-2.2239, 3.1564, 2.6840)  0.490
H (0.7737, -1.9778, 1.2789)  0.371
H (-1.0126, -1.9602, 1.1121)  0.383
H (0.1742, -0.5939, -2.3443)  0.300
H (1.0331, -2.0455, -1.3328)  0.597
H (-0.8058, -2.0259, -1.4755)  0.580
H (2.2007, -0.1203, -0.1051)  0.324
H (1.2586, 1.0739, -1.0773)  0.359
H (-1.1786, 0.9817, -1.3011)  0.280
H (-2.1789, -0.2607, -0.4521)  0.336

Forces on the atoms, in the same order (eV/Å):
-0.81 0.30 -0.27
0.07 2.03 0.07
0.63 0.31 -0.32
-0.10 -3.30 -3.20
-0.22 0.20 0.01
0.48 -0.15 -0.51
-0.30 -0.46 0.26
0.19 0.25 0.03
0.33 -0.43 0.26
-0.45 -0.19 -0.47
0.05 -0.05 1.07
0.06 -0.11 1.00
0.90 -0.05 1.28
-2.10 0.59 -1.80
1.31 -0.37 1.12
0.82 -0.81 -1.27
-0.57 -0.51 0.57
-0.78 4.19 3.91
0.19 -0.35 -1.67
-0.02 -0.58 0.42
0.10 1.17 -1.72
-0.20 0.17 2.51
-0.10 -0.35 0.36
-0.34 -1.28 -1.03
0.02 -0.06 0.69
0.42 -1.38 -1.43
-0.61 1.00 0.90
0.13 -0.03 0.10
0.06 0.14 -0.02
-0.07 -0.06 0.13
0.27 -0.18 -0.22
0.25 -0.12 0.25
-0.16 0.14 -0.11
0.20 0.09 -0.08
0.13 0.49 1.40
-0.02 0.33 -0.87
0.18 0.22 -0.82
-0.18 -0.02 -0.15
-0.07 -0.40 -0.13
0.13 -0.36 -0.09
0.19 -0.02 -0.16



no.,E_tot (eV),LUMO energy (eV)
1,-41554.436,-0.732
2,-95241.814,-0.738
3,-24189.948,-2.774